Record 1
Entry from the Open Molecules 2025 dataset: a cluster of 2 separate species, C5H10 in total (the ωB97M-V functional and the def2-TZVPD basis).

Each line ends with the natural charge from an NBO analysis.
Atoms and positions in Å:
1 C -0.162 0.653 1.766  -0.42
2 C 0.039 0.465 0.469  0.04
3 C 1.272 0.182 -0.374  -0.45
4 C 0.355 0.073 -1.621  -0.39
5 C -0.879 0.406 -0.741  -0.45
6 H 0.661 0.633 2.477  0.20
7 H -1.158 0.827 2.167  0.20
8 H 1.994 1.006 -0.408  0.22
9 H 1.810 -0.734 -0.108  0.22
10 H 0.328 -0.922 -2.073  0.21
11 H 0.565 0.802 -2.407  0.20
12 H -1.646 -0.376 -0.697  0.22
13 H -1.372 1.354 -0.982  0.22
14 H -0.827 -2.827 1.442  -0.01
15 H -0.689 -2.097 1.392  0.01

SMILES = C=C1CCC1.[H][H]
total energy = -196.4206 hartree
Kohn-Sham gap = 10.59 eV
ΔE to the lowest compared entry with this formula, charge and spin = 55.1 kcal per mole
LUMO level = 1.302 eV

Record 2
Entry from the Open Molecules 2025 dataset: a structure of composition C2H4O3 in a non-equilibrium geometry (the ωB97M-V functional and the def2-TZVPD basis).

Each line ends with the natural charge from an NBO analysis.
Atoms and positions in Å:
1 C -0.145 1.427 -2.063  0.29
2 C -0.716 -0.494 1.109  0.31
3 O 0.605 1.604 -1.163  -0.49
4 O 0.875 -2.051 2.219  -0.66
5 O 0.002 -1.389 0.964  -0.26
6 H -0.320 2.121 -3.025  0.10
7 H -1.078 0.732 -1.992  0.10
8 H -1.021 0.043 2.101  0.17
9 H 1.798 -1.994 1.850  0.44

total energy = -304.0853 hartree
Kohn-Sham gap (spin up / spin down) = 9.27 / 9.37 eV
ΔE to the lowest compared entry with this formula, charge and spin = 160.9 kcal per mole
LUMO level (spin up / spin down) = 0.427 / 0.027 eV

Record 3
Entry from the Open Molecules 2025 dataset: a structure of composition C3H2O3Rb in a non-equilibrium geometry (the ωB97M-V functional and the def2-TZVPD basis).

Each line ends with the natural charge from an NBO analysis.
Atoms and positions in Å:
1 O -1.386 0.141 0.567  -0.62
2 C -1.733 -1.201 0.199  -0.32
3 C -0.671 -2.034 -0.085  0.37
4 O 0.533 -1.820 -0.237  -0.75
5 Rb 1.641 0.511 0.492  0.97
6 H -2.739 -1.529 0.453  0.21
7 C -2.038 0.637 -0.504  0.41
8 O -1.065 1.200 -1.269  -0.76
9 H -1.472 1.846 -1.854  0.49

total energy = -365.1562 hartree
2S+1 = 2
Kohn-Sham gap (spin up / spin down) = 5.59 / 5.80 eV
ΔE to the lowest compared entry with this formula, charge and spin = 63.6 kcal per mole
LUMO level (spin up / spin down) = -0.779 / -0.813 eV

Record 4
Entry from the Open Molecules 2025 dataset: a structure of composition C29H34BaN7O4PSi2 (the ωB97M-V functional and the def2-TZVPD basis).

Each line ends with the Mulliken charge.
Atoms and positions in Å:
1 Ba -0.051 -0.693 -0.041  1.13
2 C 5.504 0.806 1.427  -0.76
3 N 4.522 -0.259 1.325  0.29
4 C 4.843 -1.568 1.056  -0.18
5 C 3.659 -2.231 0.968  -1.01
6 N 2.622 -1.361 1.165  -0.14
7 C 3.152 -0.170 1.397  0.08
8 P 2.477 1.598 1.753  -0.05
9 C 1.340 0.904 3.021  -0.64
10 N 0.371 0.036 2.811  0.57
11 C -0.183 -0.237 4.031  -0.80
12 C 0.458 0.477 4.998  -0.55
13 N 1.435 1.196 4.349  0.27
14 C 2.346 2.140 4.952  -0.74
15 C 1.250 3.044 1.551  0.19
16 N -0.057 3.041 1.726  -0.37
17 C -0.475 4.331 1.549  -1.02
18 C 0.594 5.138 1.284  -0.08
19 N 1.695 4.315 1.292  0.34
20 C 3.062 4.738 1.061  -0.68
21 H 6.462 0.407 1.095  0.31
22 H 5.228 1.643 0.789  0.29
23 H 5.598 1.163 2.453  0.24
24 H 5.863 -1.891 0.941  0.37
25 H 3.486 -3.274 0.755  0.40
26 H -1.026 -0.902 4.123  0.37
27 H 0.310 0.554 6.062  0.42
28 H 1.945 2.453 5.915  0.32
29 H 3.335 1.702 5.100  0.23
30 H 2.446 3.014 4.309  0.28
31 H -1.517 4.601 1.612  0.40
32 H 0.675 6.193 1.085  0.40
33 H 3.045 5.753 0.666  0.29
34 H 3.635 4.729 1.991  0.21
35 H 3.540 4.082 0.337  0.24
36 O 3.623 2.417 -1.144  -0.75
37 C 2.701 1.614 -1.141  -0.07
38 O 1.981 1.320 -0.098  -0.01
39 C 2.372 0.836 -2.398  0.13
40 C 3.067 1.133 -3.559  -0.54
41 C 2.856 0.335 -4.673  -0.39
42 C 2.006 -0.751 -4.579  -0.48
43 C 1.345 -0.991 -3.375  0.15
44 N 1.522 -0.189 -2.331  0.36
45 C 0.505 -2.275 -3.200  0.07
46 O 0.538 -3.037 -4.175  -0.80
47 O -0.078 -2.426 -2.098  -0.58
48 H 3.759 1.964 -3.564  0.49
49 H 3.377 0.543 -5.601  0.39
50 H 1.841 -1.434 -5.399  0.50
51 C -3.944 -0.616 2.539  -1.36
52 Si -3.198 -1.590 1.032  0.32
53 C -3.736 -3.376 1.575  -1.51
54 C -4.573 -1.125 -0.279  0.32
55 C -5.846 -1.695 -0.111  -0.23
56 C -6.914 -1.425 -0.954  -0.72
57 C -6.731 -0.549 -2.015  -0.74
58 C -5.485 0.030 -2.196  -0.28
59 C -4.389 -0.229 -1.359  0.39
60 Si -2.723 0.694 -1.790  0.80
61 C -3.362 2.518 -1.959  -1.43
62 C -2.566 0.276 -3.675  -1.38
63 H -5.013 -0.839 2.662  0.47
64 H -3.838 0.464 2.401  0.24
65 H -3.436 -0.882 3.474  0.33
66 H -4.766 -3.459 1.948  0.37
67 H -3.072 -3.691 2.388  0.26
68 H -3.610 -4.095 0.759  0.29
69 H -6.015 -2.379 0.715  0.10
70 H -7.879 -1.895 -0.783  0.35
71 H -7.549 -0.321 -2.694  0.34
72 H -5.357 0.714 -3.032  0.09
73 H -4.235 2.613 -2.620  0.40
74 H -2.557 3.133 -2.377  0.28
75 H -3.626 2.943 -0.986  0.25
76 H -3.470 0.519 -4.251  0.40
77 H -2.341 -0.783 -3.828  0.27
78 H -1.736 0.852 -4.100  0.27

net charge = -2
total energy = -2755.6790 hartree
Kohn-Sham gap = 3.79 eV
ΔE to the lowest compared entry with this formula, charge and spin = 67.1 kcal per mole
LUMO level = 3.865 eV

Record 5
Entry from the Open Molecules 2025 dataset: a structure of composition C22H31As3ClF9NO5Pd in a non-equilibrium geometry (the ωB97M-V functional and the def2-TZVPD basis).

Each line ends with the Mulliken charge.
Atoms and positions in Å:
1 Pd 1.010 -0.829 1.154  0.67
2 C -2.750 -2.522 1.950  -1.37
3 As -1.493 -1.117 1.318  1.18
4 C -2.566 0.379 2.029  -1.28
5 C -2.106 -0.834 -0.543  -1.43
6 C -1.631 -1.736 -1.689  2.75
7 C -1.846 -3.208 -1.328  -1.86
8 C -0.164 -1.477 -2.071  -2.24
9 As 1.361 -2.101 -0.960  0.85
10 C 2.681 -1.524 -2.287  -1.25
11 C 1.445 -4.020 -1.460  -1.28
12 C -2.498 -1.410 -2.922  -2.25
13 As -2.207 0.342 -3.806  0.42
14 C -3.303 1.539 -2.685  -0.91
15 C -3.636 0.015 -5.137  -1.20
16 H -2.352 -3.517 1.764  0.33
17 H -3.728 -2.419 1.479  0.38
18 H -2.857 -2.384 3.027  0.47
19 H -2.598 1.189 1.302  0.25
20 H -2.098 0.765 2.934  0.35
21 H -3.581 0.060 2.269  0.50
22 H -1.773 0.187 -0.748  -0.06
23 H -3.201 -0.848 -0.504  0.73
24 H -1.248 -3.462 -0.454  0.04
25 H -1.554 -3.855 -2.158  0.38
26 H -2.899 -3.390 -1.101  0.42
27 H 0.003 -0.394 -2.118  0.42
28 H 0.002 -1.879 -3.078  0.70
29 H 2.373 -1.830 -3.289  0.48
30 H 3.655 -1.953 -2.059  0.42
31 H 2.760 -0.440 -2.240  0.29
32 H 1.126 -4.169 -2.492  0.32
33 H 0.837 -4.617 -0.787  0.37
34 H 2.486 -4.330 -1.357  0.47
35 H -3.559 -1.498 -2.664  0.68
36 H -2.291 -2.154 -3.700  0.61
37 H -2.723 1.932 -1.852  0.10
38 H -4.181 1.021 -2.298  0.27
39 H -3.633 2.382 -3.293  0.45
40 H -3.338 -0.783 -5.817  0.34
41 H -3.826 0.912 -5.726  0.40
42 H -4.561 -0.277 -4.639  0.33
43 F 5.242 2.532 1.596  -0.30
44 C 3.997 2.091 1.293  0.45
45 F 3.531 2.913 0.347  -0.28
46 F 3.260 2.290 2.393  -0.23
47 C 3.958 0.601 0.788  1.42
48 O 2.840 0.332 0.111  -0.87
49 C 4.165 -0.370 2.012  0.03
50 F 5.371 -0.293 2.605  -0.30
51 F 3.265 -0.177 2.978  -0.20
52 F 4.012 -1.637 1.590  -0.26
53 C 5.222 0.399 -0.134  0.42
54 F 6.419 0.539 0.471  -0.26
55 F 5.217 1.264 -1.161  -0.28
56 F 5.225 -0.837 -0.664  -0.23
57 Cl -0.990 7.171 3.949  -0.25
58 C -0.615 5.592 3.323  0.52
59 C -0.063 4.643 4.168  -0.84
60 C 0.204 3.380 3.668  -0.28
61 C -0.068 3.073 2.339  -0.13
62 C -0.586 4.050 1.500  -0.28
63 C -0.864 5.317 1.990  -0.80
64 C 0.188 1.664 1.850  1.82
65 O 0.027 1.407 0.636  -0.79
66 O 0.489 0.815 2.726  -1.22
67 H 0.153 4.893 5.198  0.41
68 H 0.638 2.609 4.289  0.41
69 H -0.758 3.800 0.462  0.42
70 H -1.280 6.087 1.356  0.41
71 O 1.335 -2.557 2.668  -0.48
72 N 0.794 -3.638 2.365  0.06
73 O 0.135 -3.699 1.323  -0.35

net charge = -1
total energy = -9482.0950 hartree
2S+1 = 3
Kohn-Sham gap (spin up / spin down) = 7.49 / 7.61 eV
ΔE to the lowest compared entry with this formula, charge and spin = 10.3 kcal per mole
LUMO level (spin up / spin down) = 2.493 / 1.892 eV

Record 6
Entry from the Open Molecules 2025 dataset: an isolated molecule of C4H6N2OS in a non-equilibrium geometry (the ωB97M-V functional and the def2-TZVPD basis).

Each line ends with the natural charge from an NBO analysis.
Atoms and positions in Å:
1 C 2.385 -0.728 0.018  -0.65
2 C 0.942 -0.260 -0.098  0.08
3 C 0.380 0.948 -0.152  -0.12
4 N -1.028 0.738 -0.143  -0.08
5 O -2.003 1.730 0.152  -0.51
6 C -1.208 -0.570 -0.048  0.12
7 S -2.718 -1.239 -0.122  0.07
8 N -0.083 -1.196 -0.069  -0.45
9 H 3.175 0.145 0.014  0.23
10 H 2.413 -1.057 1.138  0.23
11 H 2.585 -1.633 -0.697  0.24
12 H 0.663 2.057 -0.486  0.23
13 H -2.477 1.900 -0.598  0.47
14 H -3.026 -0.836 1.090  0.13

SMILES = Cc1cn(O)c(S)n1
total energy = -738.8519 hartree
Kohn-Sham gap = 9.44 eV
ΔE to the lowest compared entry with this formula, charge and spin = 95.9 kcal per mole
LUMO level = 0.586 eV